Below is a structure of composition CH2ClOPS in a non-equilibrium geometry, with properties calculated with ωB97M-V/def2-TZVPD.

Output
molar mass = 128.52 g/mol
calculated total energy = -1314.2561 Ha
maximum force = 6.47 eV Å⁻¹
LUMO level = -0.92 eV

```
7
Properties=species:S:1:pos:R:3:lowdin_charge:R:1
C 0.28 -0.83 0.55 -0.539
O 0.50 0.64 -1.85 -0.418
P -0.45 0.44 -0.77 0.247
S -1.99 1.69 -0.72 0.216
Cl 0.99 0.50 1.57 0.495
H 1.13 -1.27 0.11 0.032
H -0.45 -1.16 1.12 -0.033
```



Below is an isolated molecule of CH2ClP in a non-equilibrium geometry, with properties calculated with ωB97M-V/def2-TZVPD.

Output
molar mass = 80.45 g/mol
SMILES = [H]/P=C/Cl
calculated total energy = -840.7311 Ha
maximum force = 6.40 eV Å⁻¹
LUMO level (spin up / spin down) = -0.48 / -0.95 eV

```
5
Properties=species:S:1:pos:R:3:lowdin_charge:R:1
H -1.77 -0.56 0.08 -0.299
P -0.73 -1.33 0.04 0.693
C 0.45 0.32 -0.03 -0.900
Cl 2.15 0.22 -0.03 0.488
H -0.10 1.35 -0.06 0.018
```



Below is an isolated molecule of CH2ClPS in a non-equilibrium geometry, with properties calculated with ωB97M-V/def2-TZVPD.

Output
molar mass = 112.52 g/mol
SMILES = ClP1CS1
calculated total energy = -1239.0293 Ha
maximum force = 1.96 eV Å⁻¹
LUMO level = 0.30 eV

```
6
Properties=species:S:1:pos:R:3:lowdin_charge:R:1
Cl -1.89 -1.15 0.40 0.130
P -0.87 0.07 -0.85 0.116
C 0.74 -0.08 -0.10 -0.625
S -0.31 1.63 0.37 0.343
H 0.71 -0.38 0.97 -0.004
H 1.62 -0.08 -0.78 0.039
```



Below is a structure of composition CH2CoO4 in a non-equilibrium geometry, with properties calculated with ωB97M-V/def2-TZVPD.

Output
molar mass = 136.96 g/mol
calculated total energy = -1722.6601 Ha
expectation value of S² = 6.0177
maximum force = 1.64 eV Å⁻¹
LUMO level (spin up / spin down) = -4.96 / -8.81 eV
total charge = +1
2S+1 = 5

```
8
Properties=species:S:1:pos:R:3:lowdin_spin:R:1
O 0.29 0.92 -0.43 0.122
Co 1.75 -0.03 0.14 2.649
O 1.92 -1.47 1.12 0.280
H 1.49 -1.67 1.95 0.009
C -0.95 0.89 -0.41 0.056
O -1.54 1.77 0.32 0.855
O -1.71 0.19 -1.17 0.026
H -1.26 -0.60 -1.53 0.003
```



Below is a cluster of 2 separate species, CH2F2N2 in total in a non-equilibrium geometry, with properties calculated with ωB97M-V/def2-TZVPD.

Output
molar mass = 80.04 g/mol
calculated total energy = -348.4235 Ha
maximum force = 4.56 eV Å⁻¹
LUMO level = -0.59 eV

```
7
Properties=species:S:1:pos:R:3:lowdin_charge:R:1
C -0.10 0.18 -0.09 -0.570
N 0.44 0.05 -1.23 0.241
N -0.18 -0.88 0.68 0.194
F -0.65 1.31 0.28 0.159
F 0.46 1.62 -2.01 -0.223
H 0.42 -1.60 0.74 0.076
H -0.39 -0.67 1.63 0.122
```



Below is an isolated molecule of CH2F2O in a non-equilibrium geometry, with properties calculated with ωB97M-V/def2-TZVPD.

Output
molar mass = 68.02 g/mol
SMILES = OC(F)F
calculated total energy = -314.2575 Ha
maximum force = 3.93 eV Å⁻¹
LUMO level = 0.82 eV

```
6
Properties=species:S:1:pos:R:3:lowdin_charge:R:1
O 0.85 -0.31 -0.43 0.076
C -0.15 0.13 0.29 -0.559
F -1.27 -0.60 0.04 0.061
F -0.55 1.41 0.01 0.057
H 0.81 -0.58 -1.37 0.142
H 0.31 -0.04 1.47 0.222
```



Below is an isolated molecule of CH2F2O2S in a non-equilibrium geometry, with properties calculated with ωB97M-V/def2-TZVPD.

Output
molar mass = 116.09 g/mol
calculated total energy = -787.6242 Ha
maximum force = 3.78 eV Å⁻¹
LUMO level = 0.13 eV

```
8
Properties=species:S:1:pos:R:3:lowdin_charge:R:1
C 0.12 0.46 0.96 -0.649
O 0.62 1.68 -1.44 -0.542
O -0.80 -0.66 0.85 0.012
F 0.25 0.95 2.22 0.048
F 1.33 -0.08 0.62 0.036
S 0.00 2.12 -0.21 0.958
H -0.58 -1.46 1.39 0.123
H -1.37 1.71 -0.02 0.013
```



Below is a cluster of 2 separate species, CH2F3NO2S in total in a non-equilibrium geometry, with properties calculated with ωB97M-V/def2-TZVPD.

Output
molar mass = 149.09 g/mol
calculated total energy = -942.2153 Ha
maximum force = 2.72 eV Å⁻¹
LUMO level (spin up / spin down) = -1.86 / -1.30 eV

```
10
Properties=species:S:1:pos:R:3:lowdin_charge:R:1
C 1.27 1.15 0.43 -0.435
N -1.76 -0.75 -0.09 -0.072
O 0.28 -2.25 -0.15 -0.330
O -0.01 -0.68 -2.00 -0.331
F 0.49 2.18 0.93 0.072
F 2.11 0.69 1.36 0.134
F 1.89 1.54 -0.64 0.163
S -0.18 -0.95 -0.59 0.700
H -2.02 0.18 -0.01 0.035
H -2.07 -1.12 0.77 0.064
```



Below is a cluster of 2 separate species, CH2F3NOS in total in a non-equilibrium geometry, with properties calculated with ωB97M-V/def2-TZVPD.

Output
molar mass = 133.09 g/mol
SMILES = N#S(=O)C(F)F.F
calculated total energy = -866.9477 Ha
maximum force = 5.73 eV Å⁻¹
LUMO level = -1.68 eV

```
9
Properties=species:S:1:pos:R:3:lowdin_charge:R:1
N 0.88 0.77 -0.44 -0.258
S 0.03 0.26 0.63 0.806
O -1.17 0.83 1.21 -0.376
C -0.15 -1.65 0.95 -0.391
F -0.18 -1.83 2.28 0.073
F 0.85 -2.42 0.45 0.081
H -1.02 -1.88 0.55 0.086
F 0.26 2.79 -3.24 -0.105
H 0.51 3.12 -2.39 0.084
```



Below is a cluster of 2 separate species, CH2FI in total in a non-equilibrium geometry, with properties calculated with ωB97M-V/def2-TZVPD.

Output
molar mass = 159.93 g/mol
calculated total energy = -436.7134 Ha
maximum force = 3.96 eV Å⁻¹
LUMO level (spin up / spin down) = -0.76 / -0.76 eV

```
5
Properties=species:S:1:pos:R:3:lowdin_charge:R:1
C 0.16 0.12 -0.02 -0.814
F 0.38 0.63 1.19 -0.150
I -1.88 0.12 -0.49 0.729
H 0.70 -1.71 0.14 0.187
H 0.64 0.84 -0.82 0.048
```



Below is an isolated molecule of CH2FIO in a non-equilibrium geometry, with properties calculated with ωB97M-V/def2-TZVPD.

Output
molar mass = 175.93 g/mol
SMILES = O[C@H](F)I
calculated total energy = -512.0742 Ha
maximum force = 4.70 eV Å⁻¹
LUMO level = 0.47 eV

```
6
Properties=species:S:1:pos:R:3:lowdin_charge:R:1
O 0.81 -0.74 0.38 -0.003
C 0.07 0.19 -0.25 -0.856
F 0.18 1.50 0.07 -0.054
I -2.07 -0.19 -0.06 0.729
H 0.83 -0.84 1.28 0.059
H 0.18 0.08 -1.42 0.125
```



Below is an isolated molecule of CH2FNO in a non-equilibrium geometry, with properties calculated with ωB97M-V/def2-TZVPD.

Output
molar mass = 63.03 g/mol
calculated total energy = -269.0288 Ha
expectation value of S² = 2.0071
maximum force = 2.33 eV Å⁻¹
LUMO level (spin up / spin down) = 1.13 / -1.19 eV
2S+1 = 3

```
6
Properties=species:S:1:pos:R:3:lowdin_spin:R:1
C 0.13 -0.50 0.02 0.172
N 1.66 -0.73 -0.13 0.931
O 2.43 0.18 0.00 0.859
F -0.44 -1.69 0.05 0.009
H -0.25 0.04 -0.81 0.014
H -0.17 0.01 0.97 0.015
```